{"formula": "C32H62F9N4O7PS", "method": "the ωB97M-V functional and the def2-TZVPD basis", "species": ["C", "C", "C", "C", "C", "C", "C", "C", "C", "C", "P", "C", "C", "C", "C", "F", "F", "C", "F", "F", "C", "C", "F", "F", "C", "F", "F", "F", "C", "N", "C", "O", "O", "S", "O", "O", "H", "H", "H", "H", "H", "H", "H", "H", "H", "H", "H", "H", "H", "H", "H", "H", "H", "H", "H", "H", "H", "H", "H", "H", "H", "H", "H", "H", "H", "C", "O", "C", "C", "C", "N", "H", "H", "H", "H", "H", "H", "H", "H", "H", "H", "H", "C", "O", "C", "C", "C", "N", "H", "H", "H", "H", "H", "H", "H", "H", "H", "H", "H", "C", "O", "C", "C", "C", "N", "H", "H", "H", "H", "H", "H", "H", "H", "H", "H", "H"], "xyz": [[0.9598, -1.6569, 3.1055], [0.2267, -2.1863, 1.8684], [-0.0621, -1.1629, 0.7252], [0.6892, 0.1754, 0.7694], [0.1119, 1.2435, 1.7046], [-1.3621, 1.5651, 1.4083], [-2.3453, 0.6855, 2.2279], [-3.1995, 1.4943, 3.2061], [-4.4318, 2.2500, 2.6786], [-5.6275, 1.4750, 2.0598], [-7.1796, 2.4876, 2.5211], [-8.3972, 2.4628, 1.1438], [-6.6545, 4.2501, 2.4479], [-5.6986, -0.0374, 2.4313], [-5.7831, -0.3687, 3.9403], [-6.9370, -1.0532, 4.2336], [-5.7707, 0.7257, 4.7282], [-4.6277, -1.3436, 4.3633], [-5.0018, -2.6145, 4.1060], [-4.4209, -1.2109, 5.7092], [-6.5752, -0.9545, 1.5508], [-8.1148, -0.9124, 1.6212], [-8.6168, -0.1496, 2.6095], [-8.6602, -0.4660, 0.4468], [-8.7059, -2.3532, 1.7904], [-8.4135, -3.0861, 0.6967], [-10.0481, -2.2631, 1.8943], [-8.2338, -2.9727, 2.8733], [-6.1054, -0.8516, 0.0982], [-4.7428, -1.3918, 0.0128], [-4.3171, -1.7085, -1.0849], [-3.9169, -2.0380, -2.1102], [-6.2219, 0.4581, -0.4462], [-5.3369, 1.6252, 0.2451], [-5.8340, 2.8787, -0.2135], [-3.9653, 1.3557, -0.0800], [1.8775, -1.1199, 2.8740], [1.2481, -2.5128, 3.7234], [0.2981, -1.0544, 3.7270], [-0.7376, -2.5627, 2.2183], [0.7869, -3.0197, 1.4460], [-1.1378, -1.0039, 0.6359], [0.2343, -1.6474, -0.2096], [0.6433, 0.5904, -0.2429], [1.7455, -0.0202, 0.9625], [0.2509, 0.9754, 2.7537], [0.7056, 2.1503, 1.5480], [-1.5590, 1.4623, 0.3434], [-1.5096, 2.6115, 1.6883], [-2.9184, 0.0590, 1.5489], [-1.7310, 0.0036, 2.8257], [-2.5463, 2.2744, 3.6098], [-3.4822, 0.9329, 4.0973], [-4.8272, 2.7833, 3.5446], [-4.1115, 3.0211, 1.9759], [-8.1001, 1.9285, 0.2452], [-9.3368, 2.0334, 1.4855], [-8.6092, 3.4869, 0.8329], [-6.2051, 4.5305, 1.4928], [-7.5825, 4.8112, 2.5530], [-5.9702, 4.5004, 3.2528], [-4.6975, -0.3903, 2.1629], [-3.6807, -1.1104, 3.8713], [-6.2874, -1.9715, 1.8264], [-6.7669, -1.4756, -0.5016], [4.4323, 1.4831, -0.8340], [4.2323, 0.5479, 0.2092], [4.8205, -0.7224, 0.0064], [6.3020, -0.8142, 0.3983], [7.2449, -0.1741, -0.6146], [6.5637, -0.2452, 1.7238], [4.4448, 0.9942, -1.8124], [5.3574, 2.0481, -0.6965], [3.5999, 2.1864, -0.8053], [4.2569, -1.4076, 0.6476], [4.6651, -1.0508, -1.0299], [6.5459, -1.8802, 0.4441], [7.2230, 0.9148, -0.5590], [8.2716, -0.4845, -0.4248], [6.9937, -0.4710, -1.6344], [6.0151, -0.7429, 2.4195], [6.1882, 0.6995, 1.7353], [9.6968, -0.0262, -4.1691], [9.4741, -0.9786, -3.1465], [10.0409, -2.2548, -3.3710], [11.5198, -2.3771, -2.9772], [12.4772, -1.7364, -3.9767], [11.7906, -1.8340, -1.6434], [9.7038, -0.4940, -5.1579], [10.6319, 0.5180, -4.0164], [8.8795, 0.6939, -4.1284], [9.4658, -2.9406, -2.7425], [9.8819, -2.5632, -4.4129], [11.7458, -3.4474, -2.9486], [12.4729, -0.6489, -3.9027], [13.4969, -2.0680, -3.7830], [12.2211, -2.0114, -5.0020], [11.2344, -2.3335, -0.9551], [11.4316, -0.8831, -1.6154], [-1.4467, 2.0473, -2.3138], [-0.4540, 1.0359, -2.2575], [-0.8235, -0.2080, -2.8188], [-0.6385, -0.3062, -4.3391], [-1.7191, 0.4165, -5.1362], [0.6770, 0.1733, -4.7733], [-2.4514, 1.6327, -2.2009], [-1.3836, 2.6236, -3.2404], [-1.2603, 2.7275, -1.4828], [-0.1651, -0.9450, -2.3483], [-1.8519, -0.4642, -2.5305], [-0.7016, -1.3690, -4.5920], [-1.5838, 1.4978, -5.1153], [-1.6834, 0.1071, -6.1806], [-2.7142, 0.1882, -4.7490], [1.4013, -0.3797, -4.3237], [0.8043, 1.1092, -4.3964]], "forces_ev_per_angstrom": [[-0.0825, -0.6429, 0.0888], [-0.2289, 0.6945, -0.0311], [0.4175, -0.2698, 0.0495], [-0.3075, -0.1942, -0.2093], [0.3154, 0.0327, -0.3778], [0.1150, -0.2141, 0.5915], [0.5482, 0.0588, 0.0686], [-0.0640, 0.2036, -0.1614], [0.2025, -0.1195, 0.4461], [-0.6439, 0.3537, -1.0144], [-0.3742, -0.0534, 0.9561], [-0.2150, -0.0040, -0.4250], [0.2857, -0.1538, -0.6106], [0.4426, 0.2766, -0.1058], [-0.4997, -0.7742, 0.1413], [0.3782, 0.4203, -0.0046], [0.1868, -0.1780, -0.1797], [0.0623, 0.7176, 0.8250], [0.1212, 0.1502, -0.1506], [-0.1964, -0.2415, -0.5015], [0.2541, 0.2193, 0.1062], [-0.3460, -0.4851, -0.0696], [0.1697, -0.0775, -0.2557], [0.1369, -0.0215, 0.3064], [-0.7343, 0.3510, 0.0464], [0.0347, 0.1501, 0.4248], [0.7732, -0.1809, -0.0694], [-0.1130, 0.1055, -0.4335], [0.0279, -0.7595, 0.0140], [-0.3697, 0.1503, -0.0230], [-0.4675, 0.1659, 0.4595], [0.5581, -0.2172, -0.5649], [-0.0774, 0.3944, 0.4828], [1.2055, 0.2206, -0.0452], [-0.5510, -0.1948, -0.1439], [-0.2192, -0.3135, 0.1064], [-0.0828, 0.1829, -0.0261], [0.0152, 0.0526, 0.0120], [0.1428, 0.2423, -0.0549], [0.0741, -0.3105, -0.0826], [-0.0157, -0.0939, 0.0823], [-0.0238, 0.1304, 0.0051], [-0.0976, -0.0088, 0.0050], [0.0368, -0.0079, 0.0919], [0.0323, 0.1678, 0.1298], [-0.1044, 0.0121, 0.0511], [-0.0053, -0.0178, 0.0383], [0.0148, 0.0849, 0.0104], [-0.2457, 0.0390, -0.1800], [-0.1427, 0.0274, 0.0451], [-0.0677, -0.0671, 0.0432], [-0.0230, 0.0199, 0.0284], [-0.0350, -0.1550, -0.1297], [0.0150, -0.0240, -0.0322], [-0.0431, -0.0109, -0.0480], [0.0499, 0.0095, 0.0680], [0.0647, -0.0686, 0.1349], [0.1648, 0.0244, 0.0473], [-0.0349, -0.0254, 0.0518], [0.0111, 0.0444, 0.1948], [-0.1563, 0.0974, 0.1141], [-0.0499, -0.0309, -0.0443], [-0.0977, -0.2260, -0.1214], [-0.0721, 0.0075, 0.1254], [0.0000, 0.2568, -0.1910], [-0.1012, 0.0847, 0.1427], [0.0574, 0.0044, -0.0986], [-0.0729, -0.1851, 0.1083], [0.0610, 0.2448, -0.0329], [0.0481, -0.0625, -0.0597], [-0.1835, -0.0802, 0.0113], [0.0372, -0.0128, -0.0138], [0.0400, -0.0359, -0.0922], [-0.0254, -0.0368, 0.0055], [-0.0200, 0.0505, 0.0236], [0.0694, 0.0339, -0.0302], [-0.0613, -0.0295, 0.0031], [-0.0559, 0.0077, 0.0298], [-0.0067, 0.0089, 0.0223], [0.0199, 0.0058, -0.0013], [0.0864, -0.0393, 0.0075], [0.0824, 0.0196, -0.0135], [-0.0700, 0.0745, 0.1428], [0.0173, 0.0181, -0.1243], [-0.0513, -0.1769, 0.1056], [0.0600, 0.2133, -0.0244], [0.0633, -0.0630, -0.0678], [-0.1942, -0.0643, -0.0014], [0.0364, -0.0114, -0.0112], [0.0366, -0.0300, -0.0928], [-0.0174, -0.0289, 0.0090], [-0.0152, 0.0504, 0.0266], [0.0701, 0.0367, -0.0269], [-0.0603, -0.0275, 0.0035], [-0.0452, 0.0079, 0.0178], [-0.0098, 0.0166, 0.0443], [-0.0118, 0.0153, 0.0056], [0.0921, -0.0432, 0.0095], [0.0829, 0.0172, -0.0095], [0.1495, 0.0962, 0.0282], [-0.1394, 0.0794, -0.1133], [0.0469, -0.2054, 0.0600], [-0.0339, 0.2087, -0.0412], [-0.0753, -0.0549, -0.0618], [0.0331, -0.0652, 0.1666], [-0.0082, -0.0079, -0.0184], [-0.0767, -0.0480, -0.0353], [-0.0135, -0.0012, 0.0013], [0.0219, 0.0587, -0.0091], [0.0101, 0.0504, -0.0744], [0.0100, -0.0288, 0.0608], [0.0227, 0.0081, 0.0479], [0.0449, 0.0145, 0.0049], [0.0083, 0.0113, 0.0170], [-0.0059, -0.0431, -0.0826], [-0.0218, 0.0220, -0.0742]], "lowdin_charge": [-0.115, -0.230, -0.191, -0.198, -0.187, -0.178, -0.203, -0.166, -0.202, -0.477, 0.987, -0.279, -0.285, -0.145, -0.398, 0.103, 0.114, -0.276, 0.104, 0.084, -0.084, -0.373, 0.118, 0.113, -0.521, 0.165, 0.168, 0.181, -0.293, 0.181, -0.274, 0.225, -0.147, 0.666, -0.254, -0.255, 0.066, 0.069, 0.057, 0.093, 0.095, 0.087, 0.090, 0.093, 0.091, 0.095, 0.108, 0.076, 0.111, 0.070, 0.098, 0.126, 0.092, 0.090, 0.119, 0.021, 0.032, 0.048, 0.039, 0.042, 0.032, 0.111, 0.147, 0.158, 0.164, -0.100, -0.205, -0.211, -0.430, -0.070, 0.040, 0.090, 0.075, 0.087, 0.117, 0.120, 0.134, 0.067, 0.071, 0.075, 0.070, 0.069, -0.102, -0.206, -0.208, -0.435, -0.071, 0.040, 0.091, 0.076, 0.086, 0.121, 0.119, 0.134, 0.064, 0.076, 0.078, 0.070, 0.068, -0.095, -0.206, -0.201, -0.428, -0.065, 0.040, 0.081, 0.079, 0.087, 0.111, 0.105, 0.136, 0.065, 0.076, 0.077, 0.069, 0.068], "smiles": "CCCCCCCCC[C@]1(P(C)C)[C@@H](C(F)(F)C(F)F)[C@@H](C(F)(F)C(F)(F)F)[C@H](N=C=O)OS1(=O)=O.COC[C@@H](C)N.COC[C@@H](C)N.COC[C@@H](C)N", "e_lumo_ev": 0.326, "homo_ev": -8.723, "orbital_gap_ev": 9.05}